Entry 1:
Entry from the OMol25 dataset: a structure of composition C11H16N2O4RuS at a distorted geometry (ωB97M-V/def2-TZVPD).

Geometry (Å):
C -1.8366 -0.9235 4.5855
H -1.9752 -3.0871 4.4254
H -2.1457 -0.0406 4.0183
C -0.0125 1.9938 -0.5921
O 3.0516 -0.2689 -0.3475
H -0.2103 -5.2292 5.2305
Ru 0.0175 0.1888 0.1012
H -0.0575 -2.7716 4.9397
H 0.9220 0.2410 -5.2789
S -0.0890 -2.2643 0.4120
H -1.1978 -4.8138 3.8086
C 0.4546 -3.4535 4.2545
H -0.9442 0.2424 -5.2557
N -1.7487 -2.3238 2.4929
O -3.0514 -0.2080 -0.2075
C -1.9122 -0.0522 -0.0649
H -2.4051 -2.1630 1.7289
H -2.3282 -0.8762 5.5624
H 1.4939 -3.5448 4.5934
H -3.3625 -2.2017 3.7803
H 0.9282 -2.1786 -4.7065
C -2.2707 -2.1869 3.8808
H -0.7530 -0.8696 4.7315
C 0.2894 0.8062 1.8555
C 1.9168 -0.1058 -0.2021
C -0.0098 -0.3138 -5.1311
H -0.9382 -2.1784 -4.6830
H 1.4345 -2.8373 2.4490
N 0.5356 -2.7687 2.9299
C -0.4743 -2.4565 2.1106
C -0.0065 -1.6208 -4.8219
O -0.0185 3.0849 -0.9761
C -0.1809 -4.8241 4.2144
O 0.5217 1.1779 2.9328
H 0.4289 -5.5009 3.6063

Cartesian forces, eV/Å:
C 0.35 0.74 0.05
H -0.15 0.17 -0.09
H -0.01 -0.10 0.11
C -0.01 4.68 -1.60
O -3.57 0.32 0.44
H 0.01 0.16 -0.11
Ru 0.08 -2.64 -1.31
H 0.16 -0.15 -0.12
H 0.76 1.30 -0.43
S -0.21 0.92 0.59
H 0.18 -0.10 0.09
C 0.94 0.78 0.07
H -0.76 1.30 -0.42
N -2.48 0.49 1.44
O 3.42 0.26 0.49
C -4.38 0.40 -0.46
H -0.15 -0.18 0.37
H 0.10 -0.09 -0.15
H -0.26 0.13 -0.10
H 0.28 -0.06 -0.03
H 0.72 -1.23 0.15
C -0.73 -0.48 -0.64
H -0.18 0.03 0.05
C 0.86 1.61 5.28
C 4.56 0.18 -0.68
C 0.01 -7.36 1.76
H -0.69 -1.23 0.16
H 0.01 0.02 0.45
N 1.91 -1.18 2.31
C 0.53 -0.10 -3.24
C -0.03 7.20 -1.67
O 0.01 -3.87 1.31
C -0.25 -0.76 -0.47
O -0.85 -1.25 -3.72
H -0.16 0.07 0.11

**HOMO energy (alpha / beta)**: -15.95 / -20.24 eV
**F_max**: 7.57 eV/A
**<S²>**: 8.77
**Spin multiplicity**: 6
**HOMO-LUMO gap (alpha / beta)**: 6.2 / 2.8 eV
**Total energy**: -36215.213 eV
**LUMO energy (alpha / beta)**: -9.71 / -17.40 eV
**Total charge**: +3
**Relative energy (zero: lowest compared OMol25 entry of this formula, charge and spin)**: 0.0 kcal/mol


Entry 2:
Entry from the OMol25 dataset: a structure of composition C23H17ClIrN4O7 (ωB97M-V/def2-TZVPD).

Geometry (Å):
C 2.5498 1.2721 1.2440
O -2.3317 -0.4003 1.1258
H -0.0889 -5.8054 -4.0339
H 2.2281 -6.2040 -4.7933
C 1.4713 -3.3072 -2.3655
C 0.7121 -5.1672 -3.6852
H -0.5692 -3.9367 -2.4707
C 0.7696 3.1137 -3.1481
C 0.4391 -4.1274 -2.8131
Cl -2.9532 0.9510 1.1821
O -0.0128 -2.0700 -0.9966
H 2.3407 3.7744 4.2128
C 1.3048 1.4267 1.9739
C -1.4968 2.3485 -4.5263
C 0.3942 3.7931 -4.2791
C -2.7896 -1.1813 -1.8392
O 0.4472 1.4370 -1.5656
H -3.1628 0.2305 -4.6299
C 0.0181 2.0247 -2.6584
C 2.3840 3.0713 3.3903
C 1.2838 2.3489 3.0735
C -3.4589 -1.1180 -3.0109
H -1.0664 3.9546 -5.8607
Ir -0.3992 0.0520 -0.2230
C 3.0457 -4.5728 -3.6682
C 3.6085 2.9332 2.6645
O -3.0351 1.3852 2.5304
H -2.9257 -1.8407 -1.0017
O 0.2541 0.7737 1.7095
O -2.0322 1.8089 0.4165
H 3.5704 -2.8875 -2.4434
H -2.3948 2.0850 -5.0723
O -4.2257 0.9091 0.5490
H 4.6044 1.9259 1.0842
N -2.9006 -0.0680 -3.7085
H 0.3482 2.4455 3.6070
N 2.1837 -1.3851 -1.0846
H 0.9825 4.6314 -4.6293
H 4.4670 3.5263 2.9467
C 1.1539 -2.2026 -1.4357
C -0.7559 3.4131 -4.9779
H 3.7228 0.1415 -0.1542
N 1.7661 -0.4458 -0.2529
C 3.6820 2.0558 1.6370
N -1.8346 -0.1861 -1.8177
C 2.0146 -5.3902 -4.1120
H 1.6469 3.3878 -2.5768
C -1.9187 0.4839 -2.9589
H 4.0596 -4.7487 -4.0025
C -1.1309 1.6294 -3.3772
H -4.2677 -1.7044 -3.4065
C 2.7773 -3.5308 -2.7963
C 2.7286 0.3210 0.2465

Cartesian forces, eV/Å:
C 0.11 0.08 0.09
O -0.06 0.14 0.05
H 0.00 0.00 0.00
H -0.01 0.00 0.00
C 0.04 0.04 0.04
C 0.00 0.00 0.00
H 0.01 0.00 0.01
C 0.02 -0.03 0.09
C -0.03 -0.02 -0.01
Cl 0.29 -0.10 -0.05
O 0.08 -0.03 -0.06
H 0.00 0.00 0.00
C -0.16 -0.06 -0.07
C 0.00 -0.08 0.07
C -0.02 0.00 -0.03
C 0.05 0.05 0.01
O 0.23 0.15 -0.06
H 0.00 0.00 0.00
C -0.14 -0.03 0.08
C 0.05 0.03 0.01
C 0.02 -0.03 -0.03
C 0.00 0.04 -0.08
H 0.00 0.00 0.00
Ir -0.19 -0.06 -0.39
C -0.03 0.00 0.00
C -0.06 0.01 0.04
O -0.01 0.03 0.02
H 0.01 0.00 0.01
O 0.16 0.12 0.14
O -0.14 -0.01 0.09
H -0.01 0.01 0.01
H -0.01 -0.02 0.02
O -0.06 0.00 -0.05
H 0.00 0.01 0.00
N -0.02 -0.05 0.03
H 0.00 0.00 0.00
N -0.21 0.06 0.09
H 0.02 0.00 0.02
H 0.00 0.00 0.00
C -0.06 -0.02 0.07
C 0.04 0.07 -0.03
H 0.03 0.06 0.01
N 0.47 -0.17 0.14
C -0.08 -0.07 -0.05
N -0.19 -0.17 -0.05
C 0.03 -0.01 -0.01
H 0.00 0.04 -0.04
C -0.10 0.08 0.04
H 0.00 0.00 0.00
C 0.02 0.02 -0.06
H -0.01 0.01 0.00
C 0.03 -0.01 -0.02
C -0.11 -0.05 -0.08

**HOMO energy (alpha / beta)**: -8.01 / -8.16 eV
**F_max**: 0.52 eV/A
**<S²>**: 8.81
**Spin multiplicity**: 6
**HOMO-LUMO gap (alpha / beta)**: 7.4 / 5.3 eV
**Total energy**: -59769.983 eV
**LUMO energy (alpha / beta)**: -0.58 / -2.82 eV
**Relative energy (zero: lowest compared OMol25 entry of this formula, charge and spin)**: 0.0 kcal/mol


Entry 3:
Entry from the OMol25 dataset: a cluster of 3 separate species, C12H40FN8O4P3S in total at a distorted geometry (ωB97M-V/def2-TZVPD).

Geometry (Å):
N -1.3333 0.1487 -5.0447
H -0.5217 6.8058 -1.0004
H -0.4914 -2.2575 -4.5266
H -0.7453 -3.4199 -0.0122
N 0.4540 3.5168 -2.6104
H 0.6119 3.9594 -4.6611
H 0.9110 5.7800 -0.9290
S -0.1284 0.3749 -6.1616
H -0.2573 0.6629 0.4738
O -0.8811 1.6590 -1.9026
N -0.1787 2.7663 0.1376
H -0.9743 4.2506 -3.9656
H 1.5726 3.9367 0.3096
C -0.1155 3.5689 -3.9475
C 0.6312 -0.9938 4.4727
H 2.9257 -2.1376 4.6596
P -0.0804 -2.7190 2.5959
H -2.2136 0.0107 -5.5368
C 0.1915 -3.9331 0.1956
H -1.1813 -4.8806 5.4436
H 1.2431 -0.7975 5.3550
H 1.0006 -3.3738 -0.2926
N 0.4075 -4.0654 1.6347
C 1.5670 -4.8900 1.8824
N -2.4975 -1.5644 -3.2997
C -0.4216 -4.2488 4.9776
C 2.4502 -2.3229 3.6930
O -0.7294 0.3391 -7.4292
H 2.8390 -1.5985 2.9648
C -0.0867 5.8728 -1.3664
H 1.4823 -5.8323 1.3335
H 0.7298 -0.1467 3.7812
H -2.7919 -4.6636 3.8372
P -1.1066 -1.1578 -3.8929
H 2.2792 3.0327 -1.6639
H 1.6526 -5.1745 2.9331
H -2.6081 4.2304 0.1533
O 0.2498 -1.6494 1.5818
H -0.4559 2.5970 -4.2879
H -0.3014 -0.7412 -2.8131
H -2.3725 -4.1249 2.2307
H 2.4040 3.4382 -3.3375
H 0.5004 -4.8332 4.9156
C -1.8888 5.0419 0.0411
H -1.6363 -5.6030 2.8659
H 2.4962 -4.4000 1.5616
H 1.8468 2.1711 0.2725
C -1.9635 -4.5920 3.1270
H -1.8173 1.4924 0.5261
N -0.9371 4.7502 -1.0231
O 0.9195 -0.5546 -6.0409
H 0.0142 6.0008 -2.4425
N -0.8700 -3.7991 3.6744
C 1.7701 2.9134 -2.6180
H -2.4738 5.9371 -0.1881
H -0.2655 -3.4229 5.6689
N 1.0106 -2.2540 3.8466
P -0.7353 3.0979 -1.4540
H -0.7013 1.6692 1.8656
H 1.1872 2.9735 1.7048
C 1.1703 2.9669 0.6111
C -0.7618 1.5856 0.7771
H -1.3858 5.1874 1.0018
H -0.4098 -1.0366 4.8102
F 0.3833 1.8476 -6.0270
H 0.1228 -4.9209 -0.2674
H -3.2399 -1.0028 -3.7056
H 2.7834 -3.3191 3.4091
H 1.7524 1.8455 -2.8783

Cartesian forces, eV/Å:
N 2.13 -0.28 0.35
H -0.20 -0.17 0.17
H 0.46 0.55 -0.15
H 0.06 0.08 -0.01
N 0.56 1.22 -0.32
H 0.09 -0.01 0.08
H -0.01 -0.12 -0.05
S -1.22 -0.80 -2.16
H -0.09 -0.08 0.11
O -3.50 0.58 -0.41
N -0.84 -0.63 0.77
H -0.02 -0.03 0.04
H 0.00 -0.06 -0.19
C -0.29 0.45 0.22
C -0.38 0.03 -0.14
H -0.12 0.19 0.02
P 5.73 -2.64 0.60
H 0.08 0.24 -0.04
C 0.15 0.35 -0.04
H -0.14 -0.02 -0.28
H 0.08 -0.13 -0.03
H -0.05 0.00 -0.08
N -0.43 -0.18 -1.10
C -0.18 -0.32 0.51
N 0.25 0.33 -0.88
C 0.00 0.56 0.64
C 0.16 -0.14 -0.38
O -1.40 0.83 -1.28
H 0.06 0.00 0.01
C 0.00 0.27 -0.84
H -0.07 0.06 -0.09
H 0.01 0.04 0.05
H 0.06 0.02 0.04
P -2.08 -0.36 1.52
H -0.18 -0.11 0.05
H 0.03 0.18 0.04
H 0.10 -0.06 0.08
O -3.28 0.79 0.43
H -0.13 0.00 0.17
H 0.63 0.29 -0.82
H 0.10 -0.06 -0.07
H -0.16 -0.04 -0.17
H 0.04 0.10 -0.06
C -0.24 -0.01 -0.01
H 0.05 0.02 0.00
H 0.03 -0.05 0.02
H 0.04 0.02 0.04
C -0.21 0.08 -0.08
H 0.04 -0.05 -0.08
N -2.22 -0.56 -0.38
O 1.47 0.08 2.06
H 0.14 -0.08 0.03
N -1.90 1.20 -0.80
C 0.05 -0.28 0.17
H 0.06 0.01 -0.04
H 0.15 -0.03 -0.04
N 0.11 -0.13 0.85
P 6.32 -0.32 1.41
H 0.16 0.17 -0.02
H -0.10 -0.09 0.00
C 0.06 0.64 -0.01
C 0.10 -0.34 -0.35
H 0.04 -0.03 -0.02
H -0.02 0.03 -0.07
F 0.10 -0.93 0.56
H 0.08 -0.08 0.16
H -0.28 -0.25 0.40
H -0.12 0.07 -0.15
H 0.06 -0.02 0.00

**HOMO energy**: -8.01 eV
**F_max**: 6.49 eV/A
**Spin multiplicity**: 1
**HOMO-LUMO gap**: 8.1 eV
**Total energy**: -74617.578 eV
**LUMO energy**: 0.05 eV